The following is a quantum chemistry calculation of a 2-piece molecular cluster, C10H12N2 overall in a non-equilibrium geometry, from the OMol25 dataset.

Calculated values
**Strongest force on any atom**: 2.01 eV/Å
**Energy above the lowest of the compared OMol25 structures with the same formula, charge and spin**: 673.6 kJ/mol
**LUMO level**: 0.050 eV
**Gap between HOMO and LUMO**: 0.2933 hartree
**E_HOMO**: -7.93 eV
**SMILES**: C/N=C/N(C)C.C#CC#CC#C
**Electronic energy**: -13537.8201 eV

```
! wB97M-V def2-TZVPD RIJCOSX def2/J DEFGRID3
* xyz 0 1
H -0.8167 2.7597 0.4093
C 2.5063 -0.1421 -2.7572
H -2.5367 2.3521 0.0655
H 1.5179 0.1116 3.5176
H -1.4093 -0.4212 -1.4381
C -1.0440 -2.7904 -0.0540
H -1.8675 2.1903 1.7236
H 1.7480 -0.9019 2.0608
N 0.5014 0.8353 1.8225
N -1.2827 0.7044 0.3486
C -1.6455 2.0760 0.6526
C -2.0289 -0.0988 -0.5939
C 1.5546 -0.8498 -2.0310
H -2.8607 0.4856 -0.9847
H 2.5607 0.6827 2.2010
C 3.3250 0.4683 -3.3815
C -0.1952 0.1801 0.9869
C 0.7342 -1.4593 -1.4073
H -1.7554 -3.3251 0.4992
H -2.4668 -0.9860 -0.1195
H -0.0013 -0.8557 0.6926
H 4.0498 1.0188 -3.9444
C 1.6249 0.1418 2.4158
C -0.2120 -2.1763 -0.6843
*
```


The following is a quantum chemistry calculation of C23H35Br33ClO7PS as an isolated structure in a non-equilibrium geometry, from the OMol25 dataset.

Calculated values
**Strongest force on any atom**: 7.40 eV/Å
**LUMO level**: -0.531 eV
**Gap between HOMO and LUMO**: 0.3083 hartree
**E_HOMO**: -8.92 eV
**Electronic energy**: -2382787.8671 eV

```
! wB97M-V def2-TZVPD RIJCOSX def2/J DEFGRID3
* xyz 0 1
Br 7.3833 1.3424 -0.6374
C -4.1826 -3.4860 -0.6362
Br -5.8570 -3.4922 -4.9819
Cl 0.6212 -0.7564 -2.8800
Br 1.5669 4.6900 -1.8111
H -1.3083 -1.3608 3.2280
Br -3.3025 -0.7311 -5.9337
H 0.0758 6.5816 -2.4632
H 5.7472 -0.4312 -1.2737
Br -0.1971 5.5217 5.2907
H 0.0666 7.8864 4.5388
H -5.1382 -4.0223 -1.1101
Br -1.3874 1.6845 -4.9945
O 3.0926 -1.7647 -0.5049
Br -1.9042 -3.8522 5.8070
C -0.1519 -1.2670 2.9995
H -3.9223 -4.5723 -10.8610
Br 2.3840 7.4501 5.3554
O 0.3238 -1.9917 0.0127
C -3.3080 -2.5062 5.8525
C -4.6086 -4.9415 -5.3368
C 0.5547 -0.8734 4.4209
H -1.8048 -2.6988 -1.3062
P 0.6486 0.4063 -1.0523
H -1.4036 3.7772 3.5410
Br -5.1932 -6.2401 -9.5081
S 1.9420 -1.8232 0.5228
H 0.2816 0.2194 4.8171
H -2.5994 -0.0005 2.0211
H -3.2825 -4.2370 -0.8624
O 1.6390 -0.5126 1.5697
Br -0.2033 -0.6954 -6.8163
H 1.1760 1.8123 1.4080
C 3.7652 -3.3104 7.4218
O -1.8865 1.6742 4.1201
C 8.4076 2.1677 3.5933
Br 6.3016 0.4540 -3.5401
Br -3.2781 -3.8245 -8.5690
H 2.8613 6.5265 0.4321
H -2.1509 -1.1045 -2.3760
H -4.1006 -2.8927 6.5017
C 0.4420 7.3544 5.4192
C -2.3802 -1.6817 -1.3562
H -0.8640 1.8178 -1.9138
H 0.1985 -2.3792 2.7472
H -2.9769 2.9724 2.7492
H -1.7820 1.8951 1.0014
H -2.1226 0.4560 -0.6372
C -0.1296 5.6295 -1.9630
C 0.1740 -0.2091 1.7492
Br 4.1693 -3.4454 5.5237
C -0.3519 -0.6683 0.2302
H 0.0663 -1.5997 5.2350
C -2.9753 -0.6913 1.1227
Br 3.1468 -2.9633 -7.8351
C 0.2879 1.3940 2.0883
H 0.6282 1.6264 3.1953
H -4.7359 -5.2229 -6.3873
O 2.0034 -1.1190 4.5034
Br 9.5373 3.2775 2.4635
C -1.8739 2.7702 3.1381
C -3.9775 -2.0308 -1.3807
H -4.2617 -2.2162 -2.5256
Br -4.0982 -2.2250 4.0972
C -1.9371 -0.6171 -0.1441
Br 9.4042 0.7037 4.3981
O -0.0957 1.9625 -1.2868
H 3.6149 -4.3306 7.7900
H -2.8662 1.3860 4.1481
H -4.0690 -0.2942 0.8794
Br 4.8366 7.3752 1.6989
Br 0.1462 -3.3839 -8.9327
Br -2.0941 -6.2045 -10.3908
H 2.0864 -2.1981 -9.9606
Br -1.3952 4.6625 -3.0799
H 2.3748 -0.2457 4.8789
Br -2.6883 -0.8402 6.6427
H -4.2598 -3.4095 0.5286
C 5.8975 0.5890 -1.6420
C -1.0170 2.3058 1.7782
C -1.7679 0.3766 -6.3833
Br -0.2766 8.2639 6.9815
H -4.6911 -1.1833 -1.0111
H 7.6486 1.7189 2.9440
Br -2.7605 -4.3743 -5.1205
H -2.9663 -1.7860 1.5425
H -0.6174 3.3374 1.3277
Br 4.2416 1.5583 -1.3216
C 2.9885 6.8080 1.4826
H -2.0316 0.9367 -7.2865
Br 7.4624 3.2203 4.9285
Br 1.7402 8.2573 1.8375
Br -5.0107 -6.5198 -4.2731
O 2.2373 -3.1899 1.2517
Br -0.8805 6.0544 -0.2193
Br 2.6487 -4.5441 -10.5989
Br 5.2510 -2.5570 8.4264
Br 2.1093 -2.3411 7.7422
C -3.6586 -5.1325 -9.9578
Br 2.5865 5.2297 2.5463
C 2.0167 -3.1412 -9.4086
*
```


The following is a quantum chemistry calculation of a 2-piece molecular cluster, C5H13NO overall in a non-equilibrium geometry, from the OMol25 dataset.

Calculated values
**Strongest force on any atom**: 4.83 eV/Å
**Energy above the lowest of the compared OMol25 structures with the same formula, charge and spin**: 326.8 kJ/mol
**LUMO level**: 0.738 eV
**Gap between HOMO and LUMO**: 0.3649 hartree
**E_HOMO**: -9.19 eV
**SMILES**: C=CC[C@H](C)N.O
**Electronic energy**: -8930.6242 eV

```
! wB97M-V def2-TZVPD RIJCOSX def2/J DEFGRID3
* xyz 0 1
H -2.8953 -1.9535 2.7148
H -4.1760 -2.4357 2.0614
C 1.2086 0.3983 0.0409
C 0.7826 0.2082 -1.4409
H -1.8308 0.4995 -0.4679
C 1.0059 1.7413 0.7841
H 1.5051 1.4357 1.8503
H 0.6553 1.2556 -1.8665
H -2.2706 -1.2376 -1.1911
H 2.9696 -0.1057 0.9442
H 1.5409 -0.4112 -1.9677
O -3.8267 -1.9129 2.8398
H -0.0190 1.9062 0.8411
C -1.6930 -0.3945 -1.0880
H -0.5631 -1.2846 -2.7231
C -0.5474 -0.4883 -1.8069
H 1.6268 2.6320 0.2835
N 2.5564 -0.1456 -0.0144
H 3.2633 0.5536 -0.4579
H 0.7073 -0.2607 0.6643
*
```


The following is a quantum chemistry calculation of a 4-piece molecular cluster, C18H26BrN6 overall in a non-equilibrium geometry, from the OMol25 dataset.

Calculated values
**Strongest force on any atom**: 4.52 eV/Å
**LUMO level**: -5.141 eV
**Gap between HOMO and LUMO**: 0.2342 hartree
**E_HOMO**: -11.51 eV
**Electronic energy**: -98056.7865 eV

```
! wB97M-V def2-TZVPD RIJCOSX def2/J DEFGRID3
* xyz 1 1
C 1.7817 1.4928 0.6633
H 6.4314 -0.4195 0.5526
H -2.8853 4.9514 0.8849
H 2.2457 2.5271 0.5240
C 2.2337 -1.2466 0.5102
H -1.5837 -0.7131 -1.4188
C 2.2925 -6.4661 0.2506
H 0.0369 0.2974 -0.2996
H -0.1371 2.4921 4.3712
C 0.3006 1.3589 0.0596
H 4.7356 1.5817 0.6441
Br -2.8703 -2.3197 0.2760
C 3.2760 -2.3942 0.4743
N 1.4506 1.4631 2.1540
H -2.7266 5.7663 -0.6658
H -3.4513 0.5451 -5.4309
C -1.6751 0.7089 -4.2750
H -1.2315 -0.2991 1.5211
H -2.2088 4.0935 -0.4941
C -2.6825 0.6857 0.0052
C -1.7457 0.7065 1.3220
H 5.5516 -3.0183 0.5135
H 1.5487 -7.0512 2.1542
H -3.7946 0.8801 0.2488
H -2.8278 -0.9880 -4.8319
N 3.1612 -6.2721 -0.4798
C 4.2860 0.5370 0.5929
H -2.3834 1.5499 -0.7024
N -5.3726 4.0003 -0.8659
H 1.1990 0.4673 2.3607
H -0.3071 3.8564 3.2750
N -0.1455 2.8498 3.3984
N -0.6857 1.7622 1.1491
H -3.4177 -0.6873 -1.6261
H 2.8870 -3.4681 0.4565
N -0.9985 1.2753 -3.5328
H 1.1031 -1.4311 0.5006
C 1.1866 -6.7130 1.1804
H -2.4390 0.9172 2.2121
H 0.1795 2.1867 -0.7378
C 5.3067 -0.6512 0.5535
H -2.0289 -0.1772 -6.1742
C -4.3192 4.3577 -0.5711
C -2.9759 4.8124 -0.1952
C 2.7690 0.2106 0.5733
C -2.5777 -0.6689 -0.8444
C 0.1193 2.0907 2.3163
H 0.5946 -5.8104 1.3495
H 0.5077 -7.4806 0.8019
C 4.8208 -2.1386 0.5160
C -2.5340 -0.0098 -5.2201
*
```